Here is a molecular structure, C26H24AsN5ORh at a distorted geometry from the OMol25 dataset. Energies are from ωB97M-V/def2-TZVPD.

XYZ file:
```
58
Properties=species:S:1:pos:R:3:forces:R:3:lowdin_charge:R:1
Rh -1.4515 -1.4018 0.8981 -0.2185 0.3162 0.6512 1.09
N -2.6488 0.3787 4.3989 -0.0739 -0.0174 0.0956 0.14
C -1.8106 1.3942 4.0587 -0.0273 0.0136 0.0491 0.00
C -1.2164 1.0678 2.8506 -0.0571 -0.3919 -0.2783 -0.08
N -1.6583 -0.1287 2.4168 0.0852 0.9041 0.7279 -0.08
C -2.5728 -0.5765 3.3987 -0.5082 -1.0996 -0.2447 -0.21
C -3.1530 -1.7854 3.1628 0.6670 1.2686 0.1586 -0.21
N -2.7573 -2.4248 1.9678 -0.8859 -0.6330 0.7474 -0.09
C -3.4380 -3.5887 1.9336 0.3370 0.3539 -0.1802 -0.05
C -4.2438 -3.7069 3.0535 -0.0659 -0.0510 0.0601 0.02
N -4.0695 -2.5948 3.8129 -0.0835 -0.1390 -0.0013 0.15
H -3.2240 0.3266 5.2252 0.0828 0.1041 -0.0267 0.18
H -1.6870 2.2671 4.6725 0.0182 0.0852 0.0607 0.14
H -0.4999 1.6487 2.2952 0.0069 0.0505 0.0355 0.11
H -3.3300 -4.2893 1.1295 -0.0411 -0.1486 -0.0866 0.12
H -4.9087 -4.5016 3.3362 -0.0748 -0.0923 0.0302 0.15
H -4.5372 -2.4184 4.6890 0.0541 0.0458 -0.0406 0.18
C -1.4844 -4.6754 -2.1774 -0.0359 -1.1569 -1.0125 -0.01
C -1.4729 -3.6392 -1.2245 0.0896 2.1178 1.9285 -0.16
N -1.4527 -2.7909 -0.4407 0.1697 -1.9729 -2.1468 0.02
H -2.2714 -5.3907 -1.9262 0.0653 -0.0124 -0.0977 0.12
H -0.5213 -5.1927 -2.1794 -0.0890 0.0078 -0.0037 0.12
H -1.6794 -4.2697 -3.1727 -0.0162 -0.0485 0.0486 0.12
O -0.1383 -0.3299 -0.0981 0.1576 0.2174 -0.0706 -0.62
As 0.9448 0.7019 -0.7924 0.6888 -0.0097 -0.9483 1.30
C 2.4490 0.9559 0.4702 -1.8192 -0.5798 -0.7394 -0.23
C 3.5142 1.7703 0.1192 1.2570 0.8971 0.0451 -0.04
C 4.5741 1.9080 1.0057 -0.1501 0.1411 -0.6481 -0.01
C 4.5384 1.2439 2.2205 0.9670 0.6301 -0.1028 0.02
C 3.4718 0.4273 2.5568 -1.3351 -0.8190 -0.0148 0.00
C 2.4066 0.2778 1.6784 -0.0516 -0.0947 0.6385 -0.07
C 1.5761 -0.0965 -2.4716 -0.3448 0.5165 0.9703 -0.28
C 2.4754 0.6095 -3.2549 0.1789 0.2185 -0.0852 -0.09
C 2.9313 0.0535 -4.4384 -0.0298 0.0431 0.0810 -0.03
C 2.4764 -1.1982 -4.8238 0.1422 0.0800 -0.1473 -0.02
C 1.5783 -1.8988 -4.0329 -0.1453 -0.0512 0.1985 -0.04
C 1.1205 -1.3529 -2.8436 -0.1392 -0.0567 0.1772 -0.08
C 0.0271 2.4259 -1.1193 0.3214 -1.9091 0.6789 -0.23
C 0.7117 3.4727 -1.7168 0.4412 1.4352 -0.5126 -0.04
C 0.0372 4.6606 -1.9668 0.5927 -0.3033 -0.1681 -0.01
C -1.2923 4.7807 -1.5989 0.4069 0.9981 -0.4902 0.02
C -1.9677 3.7258 -1.0082 -0.3973 -1.4171 0.6129 0.00
C -1.3071 2.5304 -0.7576 -0.5220 0.1827 0.3262 -0.07
H 3.5449 2.3001 -0.8255 -0.0172 -0.0300 0.0571 0.10
H 5.4122 2.5351 0.7372 0.0454 -0.0079 0.0705 0.13
H 5.3587 1.3704 2.9130 0.0266 -0.0013 0.0708 0.14
H 3.4572 -0.1047 3.4978 0.1025 -0.0210 0.0244 0.13
H 1.5663 -0.3675 1.9260 0.1601 0.1146 -0.0555 0.10
H 2.8263 1.5876 -2.9562 0.0723 0.0617 -0.0509 0.09
H 3.6361 0.5995 -5.0466 0.0329 -0.0081 -0.0860 0.13
H 2.8309 -1.6252 -5.7496 0.0065 -0.0751 -0.0610 0.13
H 1.2324 -2.8763 -4.3369 0.0230 -0.0310 -0.0627 0.12
H 0.4239 -1.8879 -2.2085 0.0595 0.0497 -0.0701 0.08
H 1.7559 3.3923 -1.9945 -0.0646 -0.0054 0.0323 0.10
H 0.5606 5.4780 -2.4419 -0.0586 0.0591 0.0073 0.13
H -1.8043 5.7161 -1.7759 -0.0599 0.0499 0.0115 0.14
H -3.0116 3.8167 -0.7428 -0.0482 0.0672 -0.0659 0.13
H -1.8283 1.6906 -0.3025 0.1020 0.1542 -0.0974 0.10
```
Positions in Å, forces in eV/Å.

Molecular weight ... 600.34 Da
Maximum force ... 0.0568 hartree/bohr
Spin multiplicity ... 5
Total charge ... +3
Kohn-Sham gap (alpha / beta) ... 6.24 / 3.33 eV
Highest occupied orbital energy (alpha / beta) ... -13.899 / -16.823 eV
E_tot ... -100665.93328 eV
Energy relative to the best compared isomer or geometry (same formula, charge and spin) ... 42.4 kcal/mol